1.
Computed, not measured: a cluster of 9 separate species, C54H42BrNO36 in total, with ωB97M-V/def2-TZVPD.

Geometry as XYZ:
```
134
Properties=species:S:1:pos:R:3:forces:R:3
C 0.4506 -2.0881 -0.3611 0.10 -0.60 -0.39
C 0.0885 -2.2622 -1.8391 -0.42 0.56 0.22
C -0.8505 -1.1459 -2.2769 0.01 -0.40 0.00
O -2.0618 -1.3245 -1.5335 0.13 0.21 0.09
N -2.8996 -0.1896 -1.5802 -0.07 -0.36 0.65
C -4.2555 -0.6971 -1.7098 -0.06 -0.42 -1.03
C -4.5354 -1.7981 -0.6915 -0.11 0.39 0.58
O -4.4832 -1.6737 0.4837 0.08 -0.06 -0.29
Br -5.0421 -3.5037 -1.4825 -0.03 -0.03 -0.06
C -2.7098 0.7151 -0.5210 0.00 -0.07 -0.05
O -3.5552 1.4968 -0.2086 -0.39 0.34 0.05
O -1.4904 0.6581 0.0760 0.11 -0.25 -0.34
H 0.9924 -2.9703 -0.0161 0.22 0.15 0.06
H 1.0754 -1.2000 -0.2618 -0.03 0.01 0.31
H -0.4333 -2.0034 0.2655 -0.03 0.20 -0.04
H -0.4006 -3.2193 -2.0291 0.10 -0.06 0.00
H 0.9793 -2.1769 -2.4623 0.01 -0.19 -0.05
H -0.4028 -0.1848 -2.0215 -0.04 0.09 -0.19
H -1.0706 -1.2047 -3.3445 0.07 0.20 -0.02
H -4.3663 -1.1195 -2.7042 0.07 0.03 0.11
H -4.9943 0.0902 -1.6156 0.12 0.11 0.33
H -0.9154 1.3256 -0.3149 0.04 0.19 0.20
O -3.8185 4.5122 0.8365 -0.18 -0.07 -0.03
C -3.9145 4.6068 2.0457 0.17 0.22 0.07
C -3.2834 5.6491 2.8295 0.05 0.02 -0.06
C -3.4536 5.6606 4.1587 0.03 0.03 -0.08
O -2.9241 6.5694 4.9634 0.00 0.01 0.03
C -4.2827 4.6171 4.8745 -0.09 -0.11 -0.02
O -4.3553 4.7178 6.0875 0.04 0.08 0.01
C -4.9265 3.5886 4.0934 -0.05 -0.02 0.08
C -4.7591 3.5733 2.7601 -0.04 -0.10 0.10
O -5.3092 2.6712 1.9705 0.06 0.23 -0.05
H -2.6939 6.3910 2.3098 0.00 0.01 0.02
H -3.2130 6.3250 5.8657 -0.02 -0.03 0.02
H -5.5279 2.8545 4.6105 0.00 -0.02 -0.03
H -5.0058 2.8701 1.0604 0.16 -0.18 0.00
O 1.4495 -0.9692 -4.9119 0.00 0.10 -0.05
C 2.3726 -1.5419 -5.4651 -0.02 -0.18 0.10
C 3.2744 -2.4547 -4.7989 -0.09 0.04 0.14
C 4.2520 -3.0399 -5.5044 -0.08 0.03 0.04
O 5.1251 -3.8906 -4.9905 0.04 -0.02 0.00
C 4.4390 -2.7780 -6.9830 -0.07 0.06 -0.09
O 5.3649 -3.3503 -7.5268 0.04 -0.06 0.06
C 3.5187 -1.8831 -7.6544 0.04 -0.01 -0.09
C 2.5462 -1.2913 -6.9459 0.08 0.04 -0.08
O 1.6596 -0.4561 -7.4705 -0.02 0.03 0.18
H 3.1173 -2.6298 -3.7431 0.10 -0.02 0.01
H 5.7131 -4.1536 -5.7265 0.01 0.01 -0.03
H 3.6530 -1.7158 -8.7137 -0.01 0.02 0.00
H 1.0813 -0.1620 -6.7339 -0.07 -0.06 -0.05
O -1.4450 -0.5678 -6.0446 -0.05 0.03 0.06
C -1.6947 -1.7501 -6.2152 0.12 -0.01 -0.09
C -0.9600 -2.6108 -7.1093 0.17 0.11 -0.12
C -1.3268 -3.8937 -7.2402 -0.04 0.08 0.11
O -0.7188 -4.7612 -8.0295 -0.02 -0.03 0.00
C -2.4989 -4.4678 -6.4683 -0.05 0.04 0.10
O -2.7621 -5.6386 -6.6679 0.06 -0.01 -0.05
C -3.2206 -3.6068 -5.5504 -0.06 -0.05 0.04
C -2.8456 -2.3258 -5.4270 -0.04 -0.15 -0.03
O -3.4338 -1.4506 -4.6234 0.03 0.02 -0.16
H -0.1366 -2.1709 -7.6547 -0.01 -0.09 -0.07
H -1.1991 -5.6069 -7.9235 -0.03 -0.01 0.01
H -4.0444 -4.0298 -4.9927 -0.01 0.02 0.02
H -2.9545 -0.6064 -4.7519 0.02 0.04 -0.02
O -10.4543 3.9101 -1.0592 -0.04 -0.01 -0.09
C -9.7154 2.9413 -1.0188 0.10 -0.02 0.11
C -8.9397 2.5401 0.1288 -0.08 0.10 0.11
C -8.1487 1.4595 0.0378 -0.08 0.07 0.07
O -7.4141 1.0207 1.0432 -0.03 -0.18 -0.12
C -8.0296 0.6499 -1.2343 -0.07 0.01 -0.10
O -7.2585 -0.2965 -1.2176 0.00 0.03 0.07
C -8.8216 1.0367 -2.3786 0.04 -0.08 -0.06
C -9.6196 2.1117 -2.2842 0.04 -0.06 -0.04
O -10.3827 2.5491 -3.2705 -0.02 0.02 -0.01
H -9.0160 3.1254 1.0349 0.02 -0.02 -0.02
H -6.9299 0.2367 0.7175 0.05 -0.01 0.05
H -8.7445 0.4445 -3.2794 -0.02 0.02 -0.01
H -10.8427 3.3396 -2.9219 0.00 0.03 0.03
O -9.2689 10.2572 1.0016 -0.07 0.00 0.04
C -8.9967 9.0881 1.2061 0.12 0.00 -0.04
C -7.7226 8.4760 0.9011 0.04 0.07 -0.02
C -7.5396 7.1720 1.1567 0.05 0.19 -0.07
O -6.3995 6.5475 0.9001 -0.08 -0.17 0.10
C -8.6316 6.3132 1.7546 -0.26 -0.01 0.06
O -8.3897 5.1327 1.9364 0.32 0.07 -0.05
C -9.8996 6.9301 2.0775 -0.03 -0.06 0.04
C -10.0793 8.2341 1.8250 -0.03 -0.09 0.03
O -11.1999 8.8878 2.0848 -0.01 0.03 -0.01
H -6.9493 9.0967 0.4711 0.02 -0.03 -0.01
H -6.5231 5.6156 1.1638 -0.05 -0.02 -0.04
H -10.6687 6.3102 2.5156 -0.01 0.01 -0.02
H -11.0470 9.8097 1.7965 0.02 0.02 -0.02
O 3.9842 -0.7510 1.0180 -0.06 -0.02 -0.07
C 4.6112 -1.7930 0.9537 0.10 -0.04 0.08
C 5.4421 -2.3261 2.0090 -0.12 0.11 0.07
C 6.0924 -3.4815 1.8071 -0.09 0.05 0.06
O 6.8657 -4.0454 2.7220 -0.57 -0.18 -0.17
C 6.0013 -4.2464 0.5051 -0.06 0.00 -0.11
O 6.6521 -5.2718 0.4251 0.04 0.00 0.08
C 5.1539 -3.7233 -0.5462 0.01 -0.07 -0.06
C 4.4973 -2.5732 -0.3381 0.03 -0.09 -0.04
O 3.6956 -2.0078 -1.2284 0.00 0.02 -0.09
H 5.5189 -1.7804 2.9381 0.04 0.07 -0.09
H 7.2236 -4.8568 2.3094 0.07 0.00 0.02
H 5.0793 -4.2815 -1.4693 0.00 0.02 -0.01
H 3.3676 -1.1887 -0.8036 0.00 0.01 0.03
O 6.6163 -1.4199 4.7853 -0.03 -0.07 0.08
C 6.5317 -1.4151 6.0025 0.09 0.11 0.03
C 7.2578 -0.5114 6.8624 0.05 0.04 -0.06
C 7.0936 -0.6030 8.1909 0.03 0.03 -0.08
O 7.7076 0.1764 9.0630 0.01 0.00 0.03
C 6.1731 -1.6269 8.8212 -0.09 -0.10 -0.04
O 6.1137 -1.6317 10.0369 0.05 0.08 0.02
C 5.4337 -2.5200 7.9573 -0.05 -0.04 0.07
C 5.5966 -2.4278 6.6294 0.00 -0.04 0.07
O 4.9686 -3.2063 5.7629 0.00 0.02 -0.03
H 7.9122 0.2161 6.4036 0.01 0.00 0.02
H 7.4041 -0.1147 9.9464 -0.02 -0.03 0.02
H 4.7703 -3.2403 8.4143 0.00 -0.01 -0.03
H 5.2800 -2.9455 4.8753 0.06 -0.03 -0.01
O 13.7361 -4.2626 2.7979 0.07 0.06 -0.02
C 12.7812 -3.5175 2.6686 -0.11 -0.07 0.05
C 11.4194 -3.8588 3.0115 0.02 -0.09 0.03
C 10.4492 -2.9539 2.8094 0.04 -0.01 0.05
O 9.1742 -3.1668 3.0882 0.55 0.12 0.02
C 10.7325 -1.5844 2.2283 0.10 0.08 -0.05
O 9.7742 -0.8505 2.0679 -0.06 -0.05 0.03
C 12.0983 -1.2351 1.9052 -0.02 0.09 -0.03
C 13.0670 -2.1392 2.1113 -0.04 0.08 -0.02
O 14.3454 -1.9210 1.8504 0.02 -0.02 0.00
H 11.2272 -4.8394 3.4235 -0.02 0.01 0.00
H 8.6990 -2.3447 2.8491 -0.06 0.00 0.07
H 12.2939 -0.2506 1.5048 0.02 -0.01 -0.01
H 14.8133 -2.7454 2.0921 -0.01 -0.04 0.01
```
Forces are in eV/Å.

As for the molecular weight: 1360.81 g mol⁻¹. The calculation puts the orbital gap at 0.284 Eh. Its total energy is -201916.88069 eV. Its structure (SMILES) is CCCON(CC(=O)Br)C(=O)O.O=C1C=C(O)C(=O)C=C1O.O=C1C=C(O)C(=O)C=C1O.O=C1C=C(O)C(=O)C=C1O.O=C1C=C(O)C(=O)C=C1O.O=C1C=C(O)C(=O)C=C1O.O=C1C=C(O)C(=O)C=C1O.O=C1C=C(O)C(=O)C=C1O.O=C1C=C(O)C(=O)C=C1O.


2.
Computed, not measured: a structure of composition C54H43AsF3FeN5O3S2, with ωB97M-V/def2-TZVPD.

Geometry as XYZ:
```
112
Properties=species:S:1:pos:R:3:forces:R:3
Fe 14.3241 10.4236 13.6012 -0.66 -1.44 -0.39
C 7.0452 12.5559 16.8323 0.68 -1.32 -0.90
C 8.5208 12.2557 16.5574 -1.32 0.37 0.35
C 9.1306 12.4665 15.3287 -0.17 0.04 -0.13
C 10.4907 12.1832 15.1852 -0.25 0.63 -0.71
C 11.2770 11.7348 16.2386 -0.13 0.57 -0.16
C 10.6202 11.4999 17.4268 0.44 -0.33 1.08
C 9.2645 11.7328 17.5861 0.71 -0.26 0.45
S 13.0890 11.6339 16.3115 -1.31 -0.04 0.52
O 13.5595 12.7604 17.1105 -0.38 -1.15 -0.66
O 13.3106 10.2792 16.8210 0.52 1.68 -0.72
N 13.5884 11.7721 14.7581 0.15 0.38 1.47
C 13.4574 13.0174 14.0682 0.19 0.15 2.15
C 13.6327 14.2790 14.5934 -0.85 0.69 -1.27
C 13.3323 15.3902 13.7294 0.41 -1.13 -0.01
C 12.8795 15.2066 12.4408 -0.18 -0.18 1.01
C 12.6135 13.9108 11.9513 1.17 0.35 -0.26
C 12.1936 13.5975 10.6439 -0.29 -1.95 0.07
C 12.0693 12.2680 10.2749 0.49 0.66 0.68
C 12.4787 11.2357 11.1429 -0.43 1.29 0.57
N 12.9127 11.5346 12.3643 0.21 -0.35 -1.14
C 13.0194 12.8509 12.7569 -0.88 -1.54 -0.83
H 6.4882 11.9935 16.0799 -0.27 0.15 -0.03
H 6.7953 13.5929 16.7117 -0.07 0.51 0.19
H 6.7425 12.1355 17.7916 0.06 0.42 0.05
H 8.5183 12.8818 14.4974 0.76 -0.41 0.56
H 10.8896 12.4207 14.2208 0.51 -0.07 -0.34
H 11.2000 11.1645 18.2802 -0.06 -0.06 0.01
H 8.8077 11.5343 18.5527 0.07 0.06 -0.17
H 13.8656 14.5418 15.6160 0.23 -0.60 -0.05
H 13.5576 16.3364 14.1856 -0.22 0.54 -0.39
H 12.6640 15.9830 11.7610 -0.11 1.16 -0.35
H 11.9256 14.2679 9.8665 -0.11 1.16 -0.08
H 11.7041 12.0553 9.2974 -0.16 -0.35 -0.52
H 12.3862 10.2085 10.8252 0.26 -0.13 0.32
C 18.6178 14.3217 16.9372 -0.63 0.34 -0.41
C 17.2688 14.1058 16.9825 -1.18 0.20 0.95
C 16.7336 12.9517 16.4671 -1.64 0.19 0.19
C 17.5422 12.0260 15.8915 0.28 -1.75 -0.63
C 18.9185 12.2024 15.8889 -0.62 -0.29 -0.95
C 19.4253 13.3827 16.3573 1.52 0.10 0.39
As 16.7637 10.2591 15.3843 0.10 1.59 0.47
C 16.9070 9.5856 17.2030 -0.38 0.05 -1.05
C 16.0649 9.9499 18.2294 0.58 -0.57 -0.52
C 16.2582 9.4123 19.4597 -0.57 0.24 1.89
C 17.2786 8.5146 19.6917 1.46 -0.79 0.10
C 18.1182 8.1097 18.6415 0.94 -0.45 -1.03
C 17.9361 8.6718 17.3266 0.01 -0.10 1.84
C 18.7482 8.5317 16.1034 0.31 0.17 -0.08
C 19.9136 7.7977 16.0134 0.28 -1.03 1.11
C 20.5589 7.6613 14.8003 1.28 -0.90 0.03
C 20.1216 8.3210 13.6546 -0.09 0.57 1.11
C 19.0444 9.1818 13.7659 -0.74 0.32 0.09
C 18.3621 9.2864 14.9796 -0.25 -0.71 0.05
H 18.9981 15.2558 17.2399 0.60 0.83 0.62
H 16.5532 14.7248 17.5298 0.52 0.35 -0.31
H 15.6501 12.8134 16.5773 0.57 -0.08 -0.19
H 19.5130 11.4517 15.4013 0.51 -0.08 0.13
H 20.4916 13.5799 16.3763 0.03 -0.18 -0.28
H 15.2616 10.5832 18.0348 -1.12 1.07 -0.13
H 15.6253 9.7127 20.3133 0.31 -0.16 -0.61
H 17.4892 8.1921 20.7293 -0.23 -0.06 -0.85
H 18.9592 7.3607 18.7829 -1.19 1.06 0.09
H 20.3011 7.2938 16.9391 -0.32 0.41 -1.15
H 21.4618 7.0083 14.7940 -0.74 0.69 -0.27
H 20.6871 8.3373 12.7612 0.45 -0.41 -0.81
H 18.7026 9.7765 12.9137 0.19 -0.19 0.22
F 21.6493 13.8613 8.4710 -1.25 -1.02 -0.31
C 20.8918 12.7419 8.1526 1.91 0.57 0.10
F 21.8241 11.7485 8.0395 -0.74 0.28 0.17
F 20.3590 12.9075 6.9471 0.17 0.33 -0.42
C 19.8183 12.4315 9.1341 -0.46 0.07 0.31
C 18.7312 11.6613 8.6848 0.53 0.41 2.13
C 17.7832 11.2836 9.6312 -0.60 -0.66 -1.78
C 17.8079 11.7172 10.9348 -0.43 0.51 0.53
C 18.8215 12.5707 11.3320 0.72 0.25 -0.46
C 19.8526 12.9184 10.4341 0.25 0.47 1.44
C 16.7172 11.4056 11.8274 0.61 -0.17 -0.11
C 15.8517 11.0774 12.6150 0.44 0.28 -0.57
H 18.6694 11.3934 7.6672 -0.15 -0.45 -0.88
H 16.9379 10.6682 9.3189 0.22 0.13 -0.01
H 18.7496 12.9590 12.3337 0.39 0.22 0.17
H 20.6654 13.5977 10.8281 -0.95 -0.94 -0.85
N 14.9526 6.8184 17.5236 -1.91 -0.50 -0.52
C 14.0559 7.3626 16.6009 1.28 -1.17 1.83
C 14.5610 8.0542 15.5321 -1.12 -0.13 -0.86
N 13.7214 8.6277 14.6652 2.09 0.44 0.47
C 12.4303 8.4676 14.8166 -1.25 -0.20 0.74
C 11.9369 7.6648 15.8724 0.35 0.35 -0.10
N 12.7681 7.1434 16.7753 -1.11 0.05 -0.51
H 15.8260 7.2618 17.6379 0.93 0.52 0.13
H 14.5440 6.4284 18.3673 0.07 0.23 -0.34
H 15.6131 8.0408 15.4033 0.54 0.32 -0.42
H 11.8435 9.1113 14.1718 -0.55 -0.47 0.01
H 10.8707 7.4731 16.0451 0.45 0.22 -0.31
C 14.4206 7.5131 9.9098 0.36 -2.07 0.98
S 15.1406 8.1552 11.4713 -0.92 -1.05 -0.88
O 13.9146 8.9029 11.9671 0.11 0.90 0.46
C 15.1814 6.6876 12.5311 0.93 0.82 -1.23
C 14.1915 5.7566 12.7608 -2.14 0.09 -0.63
C 14.3444 4.8276 13.7521 0.92 -0.96 1.37
C 15.5418 4.8219 14.4937 -0.48 -0.53 0.06
C 16.5375 5.7277 14.2213 0.76 -0.42 0.63
C 16.3781 6.6436 13.2017 1.32 0.87 0.38
H 13.3814 7.2930 10.2226 0.57 -0.24 -0.43
H 14.9930 6.6366 9.4974 -0.66 0.49 0.88
H 14.4183 8.1801 9.0956 0.07 1.54 -0.51
H 13.2202 5.7624 12.2298 0.76 0.25 0.14
H 13.6155 4.0627 14.0593 0.04 0.62 -0.66
H 15.6960 4.0705 15.2732 -0.16 0.35 -0.20
H 17.4412 5.7124 14.8371 -0.17 0.08 -0.37
H 17.2070 7.3719 13.0082 -0.97 -0.64 0.06
```
Forces are in eV/Å.

Its spin multiplicity is 6. As for the relative energy (zero: lowest compared OMol25 entry of this formula, charge and spin): 0.075 eV. As for the molecular weight: 1061.86 g mol⁻¹. The calculation puts the orbital gap (alpha / beta) at 0.289 / 0.248 Eh. Its total energy is -195329.81304 eV. The total charge is +1.